No. 1
52
Properties=species:S:1:pos:R:3:forces:R:3 method="wB97M-V/def2-TZVPD" fmax_ha_per_bohr=0.024 homo_lumo_gap_ev="7.44 / 7.72" spin_multiplicity=6 charge=+1
Mn 0.20449 -0.12488 0.11132 0.27 -0.47 -0.13
N 2.10496 0.42133 1.53411 -0.05 0.04 -0.04
C 3.27344 -0.39841 1.19132 0.09 -0.32 0.11
C 2.84611 -1.86866 1.18308 0.19 0.37 -0.05
N 1.72749 -2.10718 0.26622 -0.13 -0.34 0.19
C 2.08403 -2.67827 -1.03578 0.09 0.34 -0.25
C 2.04829 -1.60942 -2.13082 0.10 -0.40 0.10
N 0.72574 -0.97821 -2.10109 -0.16 0.11 0.06
H 2.36451 1.40390 1.60739 -0.13 -0.17 0.05
H 1.78639 0.14101 2.46344 -0.09 0.20 -0.18
H 4.09668 -0.26964 1.90850 -0.09 -0.03 -0.19
H 3.63219 -0.10308 0.20175 0.03 0.00 0.03
H 2.52100 -2.12951 2.19417 0.05 -0.04 -0.03
H 3.71028 -2.49472 0.92993 -0.08 0.02 0.11
H 1.07900 -2.75266 0.71390 0.12 0.26 -0.10
H 1.34125 -3.44106 -1.28445 0.07 -0.05 0.00
H 3.07222 -3.15416 -1.01246 -0.15 -0.02 -0.02
H 2.26562 -2.07408 -3.10153 0.05 0.09 0.15
H 2.80407 -0.84415 -1.93947 -0.01 0.00 -0.03
H 0.02160 -1.68849 -2.30652 0.04 0.24 -0.04
H 0.66267 -0.26795 -2.82715 -0.14 -0.10 0.13
C -4.13201 0.22676 -1.26434 0.05 0.36 -0.15
C -4.22915 1.53726 -1.72050 0.06 -0.40 0.17
C -3.08598 2.30987 -1.77685 0.45 -0.07 0.10
C -1.86230 1.76056 -1.38385 -1.01 -0.75 0.00
N -1.77715 0.48740 -0.94427 -0.07 0.68 -0.09
C -2.88791 -0.24309 -0.88336 0.02 -0.15 -0.02
C -0.59804 2.49023 -1.49014 0.94 0.46 0.06
C -0.48330 3.68017 -2.21698 -0.13 -0.27 0.22
C 0.75269 4.27005 -2.38290 0.30 -0.29 0.19
C 1.86149 3.65178 -1.81413 -0.23 0.18 -0.10
C 1.66245 2.50382 -1.07220 0.12 0.03 0.05
N 0.47523 1.92881 -0.89158 -0.37 0.18 -0.43
H -4.99421 -0.41762 -1.21412 -0.08 -0.06 0.03
H -5.17759 1.94604 -2.03238 -0.09 0.03 0.00
H -3.14152 3.32651 -2.12857 -0.04 0.09 0.02
H -2.76500 -1.26012 -0.53118 0.01 -0.01 0.10
H -1.35370 4.13980 -2.65481 -0.06 -0.04 -0.09
H 0.85575 5.17789 -2.95747 0.01 0.07 -0.02
H 2.85372 4.05448 -1.93688 0.09 0.03 0.02
H 2.50286 2.01202 -0.60142 0.07 -0.03 0.04
Cl -1.20569 -3.54196 0.74065 0.06 -0.35 -0.44
C -1.37688 -2.35546 1.99542 0.06 0.68 0.20
C -0.94921 -1.05492 1.73625 -0.10 -0.12 0.32
C -1.19594 -0.14992 2.76838 -0.04 -0.65 -0.39
Cl -0.74271 1.49547 2.42830 -0.05 0.60 0.20
C -1.79304 -0.47590 3.97832 -0.04 0.00 0.09
Cl -2.07365 0.71602 5.18528 0.02 -0.01 -0.02
C -2.17197 -1.80338 4.19377 -0.01 0.07 -0.05
Cl -2.91282 -2.25851 5.67097 0.01 0.02 0.04
C -1.96999 -2.75199 3.19057 -0.05 -0.06 0.09
Cl -2.45646 -4.38379 3.44416 0.01 0.06 0.00

---

No. 2
100
Properties=species:S:1:pos:R:3:forces:R:3 method="wB97M-V/def2-TZVPD" fmax_ha_per_bohr=0.079 homo_lumo_gap_ev=1.36 charge=0
Cd -0.78650 1.22666 -0.91401 -0.37 0.49 -0.31
Cd -3.42511 2.19628 -5.31382 0.82 -0.03 0.12
C 2.78407 7.82056 1.05285 1.05 -0.88 0.30
C 3.93211 6.79597 0.91028 -0.85 -0.49 0.26
O 3.86640 5.62140 1.37505 -0.45 0.46 0.25
O 4.93402 7.06015 0.23688 0.52 0.61 -0.32
H 1.90787 7.34048 1.48862 -0.14 -0.07 -0.46
H 2.67400 8.20979 0.04068 -0.49 0.20 0.22
H 3.05521 8.60719 1.75697 0.26 0.12 -0.24
C 1.05363 5.51698 -3.47948 1.10 0.63 0.41
C 0.58532 4.12095 -3.50869 -1.37 -2.17 -0.71
O 1.08135 3.21898 -2.77249 0.39 -0.29 1.81
O -0.33022 3.87200 -4.30462 -1.28 0.21 -0.78
H 0.88911 5.96643 -4.45877 0.02 0.10 0.26
H 2.10432 5.52455 -3.18948 0.03 0.29 -0.06
H 0.49182 6.02336 -2.69459 -0.03 0.20 -0.11
C -6.27213 1.48379 -0.32916 -1.68 0.37 -1.38
C -4.77537 1.39191 -0.54413 1.65 -0.35 0.31
O -4.10739 0.83918 0.32453 0.34 -1.29 3.18
O -4.10338 1.74542 -1.53768 -0.58 1.75 -2.98
H -6.82346 1.82681 -1.20464 0.49 -0.33 -0.80
H -6.75210 2.21000 0.32684 1.18 -0.01 0.97
H -6.70642 0.50969 -0.10417 0.40 -0.04 0.23
C -1.27519 -3.36630 -4.93149 -1.25 -0.82 -0.93
C -1.29075 -1.98623 -4.34445 -0.32 0.87 0.20
O -0.99716 -1.95608 -3.14898 0.62 0.25 2.06
O -1.59818 -0.96743 -4.99731 -0.49 0.61 -1.55
H -1.72566 -3.98912 -4.15866 1.22 -0.46 0.36
H -0.30727 -3.60062 -5.37458 0.11 -0.36 0.72
H -1.99409 -3.60733 -5.71456 -0.07 0.95 -0.57
C 1.39889 2.08692 -9.21365 -0.36 0.72 -0.05
C 1.39992 0.61564 -8.92747 -1.20 -2.38 -0.44
O 0.08504 -0.04323 -8.94060 0.45 0.95 -0.25
O 0.64859 2.47323 -10.41021 0.67 -0.46 1.46
H 2.42310 2.45141 -9.29245 0.27 -0.21 -0.20
H 1.02855 2.62908 -8.34358 -0.62 0.13 -0.26
H 1.89376 0.26710 -8.02042 0.25 0.82 0.24
H 1.89806 0.04478 -9.71109 0.30 0.34 -0.32
H -0.26459 -0.16363 -8.05467 0.19 0.14 0.26
H 1.13878 2.07576 -11.13363 -0.11 -0.02 -0.28
C -3.28989 5.28251 -8.57067 1.98 0.75 0.52
C -3.56331 3.90500 -9.01037 -1.08 -0.33 -1.20
O -2.91151 2.89761 -8.24284 0.02 0.23 -0.27
O -3.43696 5.24074 -7.18562 -1.18 0.61 1.49
H -3.82553 6.06535 -9.10766 -0.85 -0.28 0.09
H -2.25479 5.60165 -8.69236 0.48 -0.44 -0.73
H -3.35727 3.86876 -10.08011 0.36 -0.50 -0.07
H -4.63848 3.73862 -8.94367 -0.13 -0.12 0.24
H -2.24194 2.52333 -8.82007 0.35 -0.31 0.17
H -3.40706 6.13949 -6.84955 0.04 0.00 0.26
C 6.23367 3.59910 -3.75571 -2.41 -0.49 0.87
C 7.17118 4.72027 -3.80136 0.99 0.27 -0.71
O 8.09067 4.68855 -2.72812 0.55 -0.20 -0.31
O 5.69487 3.52464 -2.46844 -0.26 -0.25 1.77
H 6.65230 2.62319 -4.00151 0.40 0.11 -0.42
H 5.32932 3.81699 -4.32385 0.52 -0.02 -1.32
H 6.74156 5.72175 -3.82466 -0.53 -0.18 -0.22
H 7.70483 4.49099 -4.72372 0.24 0.69 -0.47
H 8.89352 4.93241 -3.19455 0.46 0.03 0.72
H 4.82190 3.12717 -2.50766 0.01 0.02 0.07
C 1.58891 1.04390 2.35311 1.32 0.55 -0.11
C 0.36411 1.80757 2.78900 -0.93 -1.65 -0.58
O -0.16264 2.58451 1.67396 0.56 -0.39 0.66
O 1.37569 0.29814 1.12475 -0.57 0.76 0.58
H 2.01889 0.37670 3.10014 -0.88 -0.32 0.44
H 2.42857 1.73371 2.26799 -0.06 0.42 -0.80
H 0.48590 2.35597 3.72310 0.53 0.48 -0.41
H -0.38622 1.06162 3.05107 -0.34 -0.11 -0.11
H -0.60150 3.32486 2.09925 -0.26 0.27 -0.42
H 2.19924 -0.17551 0.98686 0.00 -0.15 -0.38
C -2.73640 13.55013 -3.86103 -0.11 -0.51 0.35
C -3.13843 12.36350 -4.71766 0.19 -0.77 -0.88
C -3.88574 12.90852 -5.97084 -0.07 0.16 -0.09
C -2.97040 13.38541 -7.12440 -0.64 -1.18 0.90
C -1.93138 12.33368 -7.51643 1.51 1.38 1.03
C -0.91326 11.89471 -6.33927 -3.92 1.03 0.51
N -1.92141 11.50902 -5.18602 0.01 -0.63 -1.03
O -1.14103 10.95810 -4.07968 -0.85 0.82 -0.63
C -0.11068 10.68963 -6.79830 -0.42 1.35 0.45
C -0.03329 13.04294 -5.88200 0.63 0.85 0.04
C -4.12937 11.46963 -3.83886 1.06 1.28 -0.76
H -3.67256 14.01620 -3.55365 0.20 0.42 0.00
H -2.08641 14.23394 -4.40694 -0.25 0.10 0.30
H -2.26067 13.17052 -2.95677 0.32 0.24 0.01
H -4.68890 12.23402 -6.26764 0.52 -0.70 -0.53
H -4.52183 13.73992 -5.66712 0.29 0.40 0.41
H -2.48079 14.31705 -6.84075 0.10 0.00 0.06
H -3.54281 13.58591 -8.03008 -0.25 0.18 0.12
H -1.34003 12.96175 -8.18271 0.53 -0.71 -0.62
H -2.38294 11.50898 -8.06784 0.17 -0.19 0.30
H -0.82393 9.93534 -7.13059 0.44 -0.51 0.52
H 0.48132 10.99083 -7.66255 0.10 0.03 0.00
H 0.55602 10.55208 -5.94700 0.05 -1.22 -0.28
H -0.49554 13.78222 -5.22788 -0.45 -0.17 -0.40
H 0.83553 12.78452 -5.27663 0.05 -0.72 -0.16
H 0.36117 13.59214 -6.73691 0.07 0.01 -0.18
H -3.44208 11.03288 -3.11431 -0.66 -0.55 0.17
H -4.82522 10.81806 -4.36740 0.85 -0.60 -0.36
H -4.85427 12.12297 -3.35330 0.39 0.38 0.39
H -1.25651 10.02869 -4.29057 0.14 -0.21 0.37